{"formula": "C23H36O2PRuSTe", "method": "ωB97M-V/def2-TZVPD", "multiplicity": 5, "gap_ha": [0.20734, 0.19517], "total_charge": 3, "lumo_ha": [-0.4058, -0.4192], "elements": ["Ru", "C", "C", "C", "C", "C", "C", "C", "H", "H", "H", "H", "H", "H", "H", "H", "O", "S", "C", "C", "C", "C", "H", "H", "H", "H", "H", "H", "H", "H", "C", "P", "C", "C", "O", "H", "H", "H", "H", "H", "H", "H", "H", "H", "C", "C", "C", "C", "C", "C", "Te", "C", "C", "C", "H", "H", "H", "H", "H", "H", "H", "H", "H", "H", "H"], "positions_angstrom": [[-0.748084, 0.659597, 0.421586], [-4.450431, 1.052760, -0.515654], [-3.419191, 0.989280, 0.560761], [-3.036841, 2.114029, 1.293587], [-2.096673, 2.027816, 2.330099], [-1.612594, 0.789126, 2.759314], [-2.004774, -0.366249, 2.068144], [-2.840240, -0.251461, 0.924923], [-5.410325, 0.729284, -0.102849], [-4.214627, 0.381085, -1.340716], [-4.576315, 2.063653, -0.895452], [-3.494772, 3.070412, 1.072906], [-1.823025, 2.917430, 2.883663], [-1.005314, 0.717142, 3.650711], [-1.730328, -1.343324, 2.441939], [-3.200906, -1.153499, 0.448434], [1.186587, 1.378467, 0.612630], [2.153792, 2.111973, -0.375123], [3.332688, 2.912842, 0.759684], [4.705979, 2.301883, 0.479015], [4.454621, 0.837880, 0.129794], [3.361666, 0.879479, -0.932780], [2.959773, 2.677479, 1.757250], [3.284929, 3.988780, 0.596768], [5.356183, 2.414754, 1.345342], [5.187807, 2.808889, -0.358845], [4.117990, 0.283000, 1.008114], [5.349507, 0.351813, -0.257005], [2.832773, -0.055561, -1.112022], [3.739078, 1.259061, -1.886617], [-0.080869, 3.644013, -3.102526], [-1.081961, 3.674514, -1.619113], [-0.418261, 4.955609, -0.561956], [-2.736330, 4.186470, -2.053284], [-1.096998, 2.303681, -0.922951], [-0.463468, 4.365274, -3.826285], [-0.098867, 2.650311, -3.550521], [0.944452, 3.919791, -2.857689], [-0.432070, 5.907198, -1.098177], [0.611942, 4.718406, -0.292518], [-1.018409, 5.053907, 0.343100], [-2.681960, 5.064582, -2.700553], [-3.285859, 4.463067, -1.152202], [-3.259804, 3.390928, -2.584042], [1.132170, -7.383404, 0.865256], [0.749869, -5.957784, 0.617354], [1.518688, -4.905273, 1.125131], [1.230601, -3.587730, 0.838113], [2.096247, -2.470539, 1.370327], [0.122604, -3.353583, 0.008681], [-0.025821, -1.480668, -0.853999], [-0.734369, -4.359148, -0.462327], [-1.982461, -4.105190, -1.271290], [-0.386457, -5.655192, -0.133759], [2.076404, -7.475392, 1.394356], [1.195494, -7.926710, -0.078393], [0.356833, -7.891855, 1.442551], [2.373741, -5.129432, 1.752190], [2.682503, -2.805038, 2.223287], [1.493265, -1.614877, 1.692507], [2.803714, -2.131517, 0.606867], [-2.155798, -3.041830, -1.460923], [-2.855689, -4.495307, -0.748125], [-1.931372, -4.611184, -2.235258], [-1.020657, -6.463940, -0.481404]], "forces_ev_per_a": [[0.3, 1.1, 0.0], [0.0, 0.0, 0.0], [-0.1, -0.1, 0.1], [0.0, 0.0, 0.0], [-0.1, 0.0, 0.1], [-0.2, -0.1, 0.1], [-0.2, 0.0, 0.0], [0.0, -0.2, 0.1], [0.0, 0.0, 0.0], [0.0, 0.0, 0.0], [0.0, 0.0, 0.0], [0.1, 0.0, -0.1], [0.1, 0.0, -0.1], [0.1, 0.0, -0.1], [0.1, -0.1, -0.1], [0.1, 0.0, -0.1], [-0.1, -0.2, 0.0], [0.0, -0.2, 0.1], [0.1, 0.2, -0.1], [0.0, -0.1, 0.0], [0.0, 0.1, 0.0], [0.1, 0.0, 0.1], [0.0, 0.0, 0.0], [0.0, 0.0, 0.0], [0.0, 0.0, 0.0], [0.0, 0.0, 0.0], [0.0, 0.0, 0.0], [0.0, 0.0, 0.0], [-0.1, 0.0, 0.0], [0.0, 0.0, 0.0], [0.0, 0.0, 0.0], [0.0, 0.2, -0.1], [0.0, -0.1, 0.1], [0.0, 0.0, 0.0], [0.2, -0.6, 0.3], [0.0, 0.0, 0.0], [0.0, 0.0, 0.0], [0.0, -0.1, 0.0], [0.0, 0.0, 0.0], [0.0, 0.1, 0.0], [0.0, 0.0, 0.0], [0.0, 0.0, 0.0], [0.0, 0.0, 0.0], [0.0, 0.0, 0.0], [-0.2, 0.0, 0.0], [0.1, -0.1, 0.0], [0.1, -0.1, 0.1], [0.1, 0.1, 0.2], [-0.1, -0.2, -0.2], [-0.1, 0.5, 0.2], [-0.2, 0.1, -0.6], [-0.1, -0.1, -0.1], [0.2, -0.1, 0.0], [-0.1, -0.2, -0.1], [0.0, 0.0, 0.0], [0.1, 0.0, 0.0], [0.0, 0.0, 0.1], [0.0, 0.0, 0.0], [0.0, 0.0, 0.0], [0.0, 0.0, 0.0], [0.0, 0.0, 0.0], [-0.1, 0.0, 0.0], [0.0, 0.0, 0.0], [0.0, 0.0, 0.0], [0.0, 0.0, 0.0]], "nbo_charge": [1.03, -0.66, 0.07, -0.10, -0.17, -0.23, -0.22, -0.27, 0.28, 0.25, 0.24, 0.25, 0.27, 0.28, 0.28, 0.27, -0.96, 1.19, -0.56, -0.42, -0.42, -0.57, 0.27, 0.27, 0.27, 0.23, 0.22, 0.27, 0.24, 0.27, -1.02, 1.95, -1.01, -1.02, -1.15, 0.29, 0.27, 0.26, 0.29, 0.25, 0.26, 0.29, 0.26, 0.27, -0.66, 0.12, -0.21, -0.05, -0.65, -0.25, 0.82, -0.03, -0.64, -0.20, 0.24, 0.26, 0.26, 0.24, 0.27, 0.20, 0.23, 0.19, 0.26, 0.27, 0.24]}